Entry 1:
DFT (the ωB97M-V functional and the def2-TZVPD basis) results for 14 unconnected molecules or ions with the total composition C52H92F4O32.

The geometry in ORCA input format:
```
! wB97M-V def2-TZVPD RIJCOSX def2/J DEFGRID3
* xyz 0 1
C -6.06 -0.38 3.87
C -5.11 0.30 4.83
O -4.29 1.05 4.03
C -4.39 0.66 2.73
O -3.67 0.92 1.86
O -5.58 -0.06 2.56
F -4.36 -0.67 5.52
H -7.06 0.01 3.89
H -6.09 -1.44 4.11
H -5.64 0.93 5.53
C 0.78 3.14 -3.85
C 0.25 2.97 -5.29
O 0.62 1.71 -5.61
C 1.73 1.37 -4.89
O 2.48 0.49 -5.17
O 1.89 2.20 -3.82
F 0.93 3.84 -6.21
H 0.04 2.85 -3.08
H 1.17 4.12 -3.61
H -0.82 3.13 -5.35
C 1.45 -1.60 3.87
C 0.44 -1.34 5.03
O 1.12 -1.68 6.16
C 2.23 -2.38 5.82
O 2.95 -2.85 6.63
O 2.46 -2.42 4.54
F -0.67 -2.17 4.93
H 1.84 -0.75 3.38
H 0.93 -2.19 3.12
H -0.04 -0.36 5.16
C 1.22 -2.07 -3.99
C 0.65 -3.43 -4.46
O -0.70 -3.29 -4.43
C -1.05 -2.26 -3.59
O -2.09 -2.03 -3.16
O 0.07 -1.51 -3.28
F 1.09 -4.40 -3.55
H 1.57 -1.40 -4.76
H 2.06 -2.27 -3.31
H 1.08 -3.73 -5.40
O 0.90 -5.10 0.10
C 0.48 -4.00 -0.10
O 1.21 -2.88 0.24
C 2.58 -3.08 0.68
C 3.47 -3.13 -0.53
C -0.84 -3.60 -0.71
H 2.70 -4.00 1.30
H 2.82 -2.24 1.34
H 3.33 -2.23 -1.16
H 3.13 -4.00 -1.14
H 4.50 -3.26 -0.34
H -1.55 -4.18 -0.12
H -0.95 -4.04 -1.70
H -1.02 -2.54 -0.74
O 6.17 -3.27 -2.50
C 6.83 -2.79 -3.40
O 6.34 -1.72 -4.12
C 4.94 -1.38 -3.91
C 4.97 -0.26 -2.94
C 8.14 -3.23 -3.79
H 4.37 -2.22 -3.49
H 4.50 -1.09 -4.86
H 3.98 0.18 -2.71
H 5.66 0.52 -3.28
H 5.26 -0.63 -1.96
H 8.97 -2.56 -3.45
H 8.29 -3.47 -4.84
H 8.29 -4.13 -3.18
O -5.24 -4.97 -3.68
C -4.20 -5.11 -3.10
O -4.00 -4.41 -1.92
C -4.96 -3.37 -1.62
C -4.54 -2.76 -0.27
C -3.09 -5.94 -3.43
H -5.97 -3.77 -1.56
H -4.98 -2.59 -2.42
H -5.16 -1.86 -0.06
H -3.46 -2.45 -0.29
H -4.72 -3.50 0.56
H -3.46 -6.98 -3.43
H -2.27 -5.89 -2.74
H -2.77 -5.71 -4.46
O -0.42 5.36 -2.32
C -1.46 5.94 -2.11
O -2.35 5.49 -1.23
C -2.05 4.23 -0.59
C -0.88 4.41 0.37
C -1.87 7.22 -2.73
H -1.83 3.49 -1.35
H -2.91 3.88 -0.06
H 0.04 4.63 -0.20
H -0.74 3.54 0.99
H -1.15 5.22 1.06
H -1.77 8.00 -2.03
H -2.89 7.21 -3.02
H -1.24 7.48 -3.61
O -5.23 -3.26 3.26
C -4.36 -4.07 3.21
O -4.55 -5.25 2.60
C -5.92 -5.51 2.06
C -6.00 -6.91 1.52
C -3.01 -3.96 3.86
H -6.09 -4.80 1.25
H -6.61 -5.22 2.89
H -5.74 -7.66 2.26
H -5.30 -6.90 0.70
H -7.00 -7.16 1.13
H -2.27 -4.61 3.33
H -3.07 -4.28 4.92
H -2.52 -2.99 3.85
O 7.72 3.70 0.34
C 7.40 4.54 -0.44
O 6.18 4.68 -0.98
C 5.14 3.74 -0.55
C 5.21 2.53 -1.39
C 8.37 5.58 -0.97
H 4.19 4.26 -0.67
H 5.23 3.54 0.50
H 4.37 1.86 -1.22
H 6.15 2.02 -1.19
H 5.15 2.83 -2.42
H 8.11 6.51 -0.47
H 8.21 5.66 -2.03
H 9.36 5.33 -0.71
O -0.46 1.41 5.73
C -0.99 2.35 5.21
O -1.95 3.12 5.81
C -2.52 2.52 7.01
C -3.73 3.36 7.42
C -0.67 2.90 3.88
H -1.69 2.42 7.74
H -2.70 1.47 6.78
H -3.40 4.39 7.41
H -4.08 3.07 8.39
H -4.55 3.19 6.68
H -1.49 2.72 3.17
H 0.24 2.42 3.53
H -0.44 3.98 3.91
O 0.38 0.30 1.89
C -0.43 -0.37 1.33
O -0.66 -0.27 -0.01
C 0.17 0.67 -0.68
C 1.52 0.09 -1.02
C -1.34 -1.44 1.90
H 0.22 1.62 -0.11
H -0.36 0.93 -1.62
H 1.46 -0.99 -1.29
H 2.23 0.07 -0.18
H 2.04 0.52 -1.87
H -1.43 -1.39 2.98
H -0.96 -2.45 1.74
H -2.37 -1.42 1.61
O 4.27 -0.15 1.19
C 4.92 0.74 1.62
O 4.44 1.96 1.99
C 3.01 2.19 1.60
C 2.64 3.54 2.09
C 6.40 0.57 2.01
H 2.43 1.47 2.14
H 2.92 2.08 0.51
H 2.77 3.64 3.18
H 1.62 3.77 1.79
H 3.32 4.29 1.64
H 6.95 1.52 1.99
H 6.74 -0.09 1.22
H 6.48 0.10 2.97
O -2.34 2.71 -3.64
C -3.52 2.98 -3.71
O -4.51 2.10 -3.40
C -4.15 0.72 -3.05
C -3.91 0.57 -1.56
C -4.02 4.31 -4.03
H -3.30 0.36 -3.63
H -5.01 0.17 -3.44
H -3.00 1.10 -1.22
H -3.67 -0.44 -1.29
H -4.78 0.86 -0.96
H -4.96 4.33 -4.57
H -3.25 4.83 -4.52
H -4.23 4.82 -3.08
*
```

Results
- LUMO energy (eV) = 0.319
- total energy (Eh) = -4843.91923
- frontier orbital gap (hartree) = 0.387

***

Entry 2:
DFT (the ωB97M-V functional and the def2-TZVPD basis) results for a molecular structure, C58H46Cl2LuN6O4.

The geometry in ORCA input format:
```
! wB97M-V def2-TZVPD RIJCOSX def2/J DEFGRID3
* xyz 1 1
Lu -0.39 0.68 -0.40
C 7.34 1.05 6.05
O 6.23 1.93 5.91
C 5.32 1.64 4.96
C 5.34 0.50 4.16
C 4.34 0.31 3.21
C 3.31 1.23 3.04
C 3.30 2.35 3.86
C 4.28 2.56 4.81
C 2.25 0.97 2.02
C 2.65 0.89 0.67
C 4.00 1.08 0.20
C 4.00 0.83 -1.13
C 2.65 0.50 -1.50
N 1.85 0.58 -0.40
C 2.25 0.11 -2.80
C 0.96 -0.29 -3.16
C 0.57 -0.63 -4.50
C -0.73 -1.02 -4.45
C -1.14 -0.94 -3.07
C -2.35 -1.44 -2.57
C -3.27 -2.14 -3.53
C -2.88 -3.31 -4.17
C -3.73 -3.97 -5.04
C -5.00 -3.46 -5.29
O -5.90 -4.02 -6.13
C -5.49 -5.18 -6.85
C -5.40 -2.29 -4.65
C -4.55 -1.64 -3.78
C -2.71 -1.48 -1.22
N -2.08 -0.82 -0.20
C -2.61 -1.30 0.97
C -2.18 -0.99 2.27
C -2.91 -1.64 3.40
C -2.28 -2.64 4.14
C -2.92 -3.27 5.19
C -4.23 -2.91 5.52
O -4.78 -3.57 6.56
C -6.11 -3.22 6.93
C -4.87 -1.92 4.79
C -4.21 -1.30 3.74
C -1.05 -0.23 2.60
C -0.64 0.07 3.95
C 0.59 0.63 3.89
C 0.96 0.69 2.50
N -0.08 0.22 1.74
C -3.65 -2.25 0.67
C -3.73 -2.35 -0.68
N -0.11 -0.44 -2.32
C 3.30 0.07 -3.86
C 3.88 1.23 -4.37
C 4.85 1.17 -5.35
C 5.27 -0.07 -5.84
O 6.22 -0.04 -6.81
C 6.76 -1.28 -7.23
C 4.70 -1.23 -5.34
C 3.73 -1.16 -4.36
H 7.98 1.49 6.80
H 7.89 0.96 5.11
H 7.02 0.06 6.38
H 6.11 -0.24 4.28
H 4.36 -0.59 2.60
H 2.50 3.07 3.76
H 4.27 3.44 5.45
H 4.84 1.36 0.82
H 4.84 0.86 -1.80
H 1.20 -0.57 -5.37
H -1.36 -1.34 -5.27
H -1.89 -3.71 -3.97
H -3.40 -4.89 -5.51
H -6.32 -5.43 -7.51
H -5.30 -6.01 -6.18
H -4.61 -4.98 -7.45
H -6.40 -1.91 -4.86
H -4.88 -0.74 -3.29
H -1.26 -2.93 3.89
H -2.44 -4.05 5.76
H -6.36 -3.84 7.78
H -6.81 -3.43 6.11
H -6.17 -2.17 7.21
H -5.89 -1.63 5.03
H -4.72 -0.53 3.17
H -1.22 -0.15 4.84
H 1.21 0.94 4.71
H -4.23 -2.79 1.41
H -4.37 -2.99 -1.26
H 3.55 2.20 -4.00
H 5.30 2.07 -5.76
H 7.56 -1.05 -7.91
H 6.01 -1.88 -7.75
H 7.15 -1.84 -6.38
H 5.02 -2.20 -5.71
H 3.29 -2.07 -3.97
N -2.48 2.09 0.28
C -2.10 2.89 1.41
C -2.96 3.18 2.44
C -2.55 3.99 3.52
C -1.29 4.52 3.55
C -0.38 4.23 2.50
C 0.92 4.77 2.45
C 1.74 4.45 1.41
C 1.28 3.55 0.43
N 0.08 3.02 0.44
C -0.77 3.38 1.45
H -2.73 2.71 -0.49
H -3.31 1.55 0.51
H -3.97 2.79 2.41
H -3.25 4.20 4.31
H -0.98 5.17 4.35
H 1.25 5.43 3.24
H 2.75 4.84 1.34
H 1.93 3.26 -0.39
Cl -0.71 2.45 -2.57
C -0.84 4.22 -2.71
Cl -1.89 4.96 -1.51
H -1.27 4.41 -3.69
H 0.15 4.63 -2.62
*
```

Results
- energy above the lowest of the compared OMol25 structures with the same formula, charge and spin (kcal/mol) = 0.00
- LUMO energy (alpha / beta) (eV) = -3.293 / -3.293
- total energy (Eh) = -5023.21346
- frontier orbital gap (alpha / beta) (hartree) = 0.209 / 0.209

***

Entry 3:
DFT (the ωB97M-V functional and the def2-TZVPD basis) results for 2 unconnected molecules or ions with the total composition C6H14N2O.

The geometry in ORCA input format:
```
! wB97M-V def2-TZVPD RIJCOSX def2/J DEFGRID3
* xyz 0 1
C 2.01 0.17 -1.66
C 1.66 -0.82 0.49
C 0.05 -1.26 -1.29
N 1.00 -0.24 -0.68
H 2.61 -0.68 -2.01
H 2.70 0.91 -1.23
H 1.54 0.64 -2.53
H 2.25 -1.71 0.23
H 0.91 -1.11 1.24
H 2.32 -0.09 0.97
H -0.72 -1.57 -0.58
H 0.61 -2.14 -1.61
H -0.46 -0.82 -2.16
C -2.02 0.09 2.08
C -1.88 0.84 0.79
C -0.58 1.69 0.61
N -2.80 0.79 -0.12
O -0.08 2.23 1.59
H -2.56 1.38 -0.92
H -0.42 2.01 -0.43
H -1.77 0.74 2.93
H -3.04 -0.28 2.20
H -1.34 -0.77 2.08
*
```

Results
- energy above the lowest of the compared OMol25 structures with the same formula, charge and spin (kcal/mol) = 56.66
- LUMO energy (eV) = 0.414
- total energy (Eh) = -421.70998
- frontier orbital gap (hartree) = 0.350

***

Entry 4:
DFT (the ωB97M-V functional and the def2-TZVPD basis) results for 2 unconnected molecules or ions with the total composition C8H10F3N2O.

The geometry in ORCA input format:
```
! wB97M-V def2-TZVPD RIJCOSX def2/J DEFGRID3
* xyz 1 1
C 2.32 -0.24 -0.19
C 1.35 -0.04 2.07
C 1.49 0.74 -0.59
C 2.17 -0.72 1.17
C 0.55 0.95 1.61
C -3.23 -0.17 -2.29
C -2.28 0.21 -1.49
C -2.05 -0.47 -0.20
N 0.64 1.30 0.28
N 2.93 -1.73 1.61
O -1.30 1.16 -1.68
F -2.19 0.42 0.77
F -2.97 -1.49 0.08
F -0.91 -1.12 -0.11
H 2.99 -0.71 -0.80
H 1.23 -0.42 3.02
H 1.37 1.24 -1.53
H -3.36 0.62 -3.11
H -4.03 -0.77 -1.92
H -0.10 1.42 2.39
H 0.36 2.16 -0.17
H 3.67 -2.04 1.05
H 2.87 -1.98 2.53
H -1.52 1.67 -2.51
*
```

Results
- energy above the lowest of the compared OMol25 structures with the same formula, charge and spin (kcal/mol) = 5.31
- LUMO energy (eV) = -3.546
- total energy (Eh) = -794.93511
- frontier orbital gap (hartree) = 0.357

***

Entry 5:
DFT (the ωB97M-V functional and the def2-TZVPD basis) results for 2 unconnected molecules or ions with the total composition C20H15FN2O4.

The geometry in ORCA input format:
```
! wB97M-V def2-TZVPD RIJCOSX def2/J DEFGRID3
* xyz 0 1
O -3.61 2.37 1.71
N -4.00 1.20 1.96
O -5.21 0.89 2.07
C -3.03 0.17 2.09
C -3.42 -1.18 2.25
C -2.46 -2.18 2.07
C -1.14 -1.87 1.71
C -0.71 -0.51 1.61
C 0.64 -0.17 1.26
N 1.24 0.95 1.82
O 2.49 0.99 1.99
O 0.54 1.99 2.03
C -1.67 0.49 1.79
H -4.47 -1.40 2.43
H -2.75 -3.23 2.23
H -0.43 -2.68 1.60
H 1.30 -1.02 1.05
H -1.35 1.53 1.76
F 6.07 2.07 -0.59
C 4.76 1.77 -0.83
C 3.80 2.77 -0.71
C 2.45 2.43 -0.81
C 2.04 1.06 -0.96
C 0.65 0.68 -0.66
C -0.15 -0.23 -1.47
C -1.55 0.04 -1.57
C -2.41 -0.93 -2.06
C -1.93 -2.19 -2.42
C -0.55 -2.43 -2.40
C 0.34 -1.45 -1.99
C 3.07 0.11 -1.18
C 4.42 0.46 -1.10
H 4.10 3.79 -0.46
H 1.68 3.21 -0.71
H 0.05 1.43 -0.09
H -1.95 1.01 -1.23
H -3.48 -0.72 -2.15
H -2.60 -2.95 -2.82
H -0.15 -3.39 -2.72
H 1.41 -1.63 -2.02
H 2.80 -0.93 -1.31
H 5.17 -0.30 -1.19
*
```

Results
- energy above the lowest of the compared OMol25 structures with the same formula, charge and spin (kcal/mol) = 0.00
- LUMO energy (eV) = -1.330
- total energy (Eh) = -1281.21144
- frontier orbital gap (hartree) = 0.274

***

Entry 6:
DFT (the ωB97M-V functional and the def2-TZVPD basis) results for a single C5H8O2 molecule.

The geometry in ORCA input format:
```
! wB97M-V def2-TZVPD RIJCOSX def2/J DEFGRID3
* xyz 0 1
O -2.24 0.76 0.92
C -1.21 -0.19 0.85
C -0.72 -0.61 -0.55
C 0.72 -0.33 -0.12
C 2.33 -0.08 -1.73
O 1.40 0.53 -1.06
C 0.23 0.29 1.20
H -1.96 1.54 0.43
H -1.54 -1.04 1.46
H -1.04 0.09 -1.33
H -0.93 -1.63 -0.89
H 1.37 -1.21 -0.01
H 2.59 0.66 -2.51
H 0.32 1.38 1.25
H 0.68 -0.15 2.09
*
```

Results
- energy above the lowest of the compared OMol25 structures with the same formula, charge and spin (kcal/mol) = 95.82
- LUMO energy (eV) = 0.771
- total energy (Eh) = -345.65226
- frontier orbital gap (hartree) = 0.350

***

Entry 7:
DFT (the ωB97M-V functional and the def2-TZVPD basis) results for 2 unconnected molecules or ions with the total composition C28H25Cl2N2O.

The geometry in ORCA input format:
```
! wB97M-V def2-TZVPD RIJCOSX def2/J DEFGRID3
* xyz 1 1
Cl 9.37 2.74 -2.59
C 7.81 2.44 -1.92
C 7.71 1.89 -0.64
C 6.45 1.67 -0.08
C 5.26 2.00 -0.80
C 3.94 1.97 -0.17
C 2.74 2.27 -0.72
C 1.48 2.55 0.11
C 0.18 2.83 -0.67
C -0.81 3.63 -0.08
C -2.01 3.89 -0.75
C -2.19 3.40 -2.05
Cl -3.65 3.73 -2.88
C -1.22 2.59 -2.64
C -0.07 2.26 -1.92
C 5.40 2.49 -2.12
C 6.66 2.72 -2.67
H 8.60 1.63 -0.09
H 6.37 1.22 0.91
H 3.92 1.73 0.90
H 2.64 2.46 -1.79
H 1.72 3.43 0.76
H -0.66 4.00 0.94
H -2.80 4.47 -0.27
H -1.38 2.21 -3.65
H 0.65 1.55 -2.35
H 4.51 2.69 -2.71
H 6.78 3.08 -3.68
H 1.30 1.74 0.82
C 0.82 -2.62 0.87
H 1.89 -2.60 0.64
C 0.33 -2.38 2.16
C -1.04 -2.10 2.33
N -1.93 -2.52 1.36
C -3.34 -2.69 1.65
C -4.14 -1.60 2.07
C -5.52 -1.79 2.31
C -6.10 -3.06 2.25
C -7.57 -3.25 2.55
C -5.29 -4.14 1.87
C -3.96 -3.94 1.48
C -1.46 -2.78 0.10
C -0.13 -2.60 -0.18
C 0.12 -2.21 -1.61
N 1.37 -1.71 -1.88
O -0.77 -2.30 -2.45
H 1.00 -2.33 3.03
H -1.52 -1.71 3.24
H -3.69 -0.62 2.17
H -6.15 -0.94 2.60
H -7.82 -4.31 2.55
H -7.83 -2.82 3.53
H -8.18 -2.74 1.79
H -5.71 -5.16 1.90
H -3.36 -4.78 1.10
H -2.23 -2.91 -0.68
H 2.01 -1.40 -1.15
H 1.48 -1.27 -2.80
*
```

Results
- energy above the lowest of the compared OMol25 structures with the same formula, charge and spin (kcal/mol) = 12.29
- LUMO energy (eV) = -4.704
- total energy (Eh) = -2186.86579
- frontier orbital gap (hartree) = 0.200

***

Entry 8:
DFT (the ωB97M-V functional and the def2-TZVPD basis) results for 2 unconnected molecules or ions with the total composition C5H16N4.

The geometry in ORCA input format:
```
! wB97M-V def2-TZVPD RIJCOSX def2/J DEFGRID3
* xyz 0 1
C -0.25 -0.23 -1.78
C -1.73 0.06 -1.97
N 0.29 -0.82 -3.00
C 0.98 -1.60 -0.27
N -0.10 -1.00 -0.55
H 0.28 0.72 -1.63
H -0.12 -1.73 -3.15
H 1.29 -0.91 -2.96
H -2.15 0.54 -1.09
H -2.27 -0.87 -2.14
H -1.88 0.70 -2.84
H 1.03 -2.17 0.65
H 1.85 -1.67 -0.94
C -0.17 0.86 2.20
C 1.55 0.63 1.79
N -0.96 -0.30 2.10
N -0.71 1.89 1.40
H -0.12 1.20 3.24
H -0.95 -0.65 1.13
H -0.15 2.74 1.45
H -0.64 -1.02 2.74
H -0.79 1.60 0.43
H 1.97 1.54 2.22
H 1.69 0.70 0.71
H 2.07 -0.18 2.29
*
```

Results
- energy above the lowest of the compared OMol25 structures with the same formula, charge and spin (kcal/mol) = 48.75
- LUMO energy (eV) = 0.762
- total energy (Eh) = -419.06803
- frontier orbital gap (hartree) = 0.325